1:
Molecular formula: C12H27ClO3Si
Method: DFT, the ωB97M-V functional and the def2-TZVPD basis

Each line ends with the Mulliken charge.
Atoms and positions in Å:
C (-1.86, -3.11, 1.44)  -1.3382
C (-2.19, -1.64, 1.23)  0.3512
C (-1.32, -0.73, 2.10)  -0.5343
O (0.04, -0.64, 1.73)  -0.4677
Si (0.31, 0.34, 0.41)  0.1806
C (1.63, -0.46, -0.61)  -0.8086
C (1.06, -1.65, -1.38)  0.0200
C (1.87, -1.95, -2.64)  -0.7604
Cl (1.61, -0.65, -3.83)  -0.2039
O (-1.08, 0.28, -0.52)  0.1395
C (-1.43, 1.40, -1.31)  -0.5863
C (-2.59, 1.13, -2.28)  -0.5961
C (-2.32, 0.02, -3.31)  -0.9556
O (0.72, 1.86, 0.94)  -0.5676
C (1.04, 1.93, 2.30)  -0.2806
C (2.25, 2.83, 2.57)  -0.5955
C (3.48, 2.16, 1.97)  -0.9713
H (-2.19, -3.38, 2.45)  0.3803
H (-2.33, -3.78, 0.69)  0.3610
H (-0.78, -3.24, 1.41)  0.2402
H (-1.96, -1.38, 0.18)  -0.2482
H (-3.24, -1.41, 1.44)  0.4397
H (-1.66, 0.31, 2.13)  0.2629
H (-1.32, -1.06, 3.16)  0.4554
H (2.48, -0.72, 0.03)  0.4790
H (2.05, 0.29, -1.30)  0.5337
H (1.03, -2.52, -0.71)  0.2849
H (-0.01, -1.48, -1.66)  -0.2187
H (2.93, -2.09, -2.41)  0.3553
H (1.55, -2.84, -3.13)  0.4182
H (-0.53, 1.71, -1.88)  0.3616
H (-1.65, 2.24, -0.63)  0.3084
H (-2.88, 2.06, -2.81)  0.3821
H (-3.44, 0.85, -1.69)  0.3003
H (-3.14, -0.26, -3.98)  0.3666
H (-1.94, -0.83, -2.77)  0.1635
H (-1.47, 0.28, -3.97)  0.2524
H (0.18, 2.34, 2.84)  0.2544
H (1.20, 0.93, 2.67)  0.3876
H (2.39, 3.06, 3.63)  0.3599
H (2.10, 3.79, 2.05)  0.2759
H (3.70, 1.21, 2.49)  0.2711
H (4.38, 2.78, 2.09)  0.3827
H (3.34, 2.00, 0.86)  0.1643

The net charge is 0. The structure (SMILES) is CCCO[Si](CCCCl)(OCCC)OCCC. As for the spin multiplicity: 1.

---

2:
Molecular formula: C12H27ClO3Si
Method: DFT, the ωB97M-V functional and the def2-TZVPD basis

Each line ends with the Mulliken charge.
Atoms and positions in Å:
C (-1.39, -0.49, 4.64)  -1.3154
C (-1.57, -0.96, 3.19)  -0.2856
C (-0.35, -0.61, 2.26)  -0.3876
O (-0.79, -0.51, 0.90)  -0.1608
Si (0.40, -0.09, -0.24)  0.5905
C (1.73, -1.41, 0.06)  -0.9703
C (2.84, -1.11, -0.92)  -0.5909
C (3.99, -2.04, -0.66)  -0.5694
Cl (3.29, -3.71, -0.61)  -0.2126
O (-0.29, -0.26, -1.75)  -0.3242
C (-1.13, -1.37, -2.04)  -0.5368
C (-2.56, -1.08, -1.43)  -0.0114
C (-3.21, 0.14, -2.04)  -1.1431
O (0.98, 1.40, 0.12)  -0.4032
C (0.23, 2.56, 0.11)  -0.5048
C (0.17, 3.39, -1.18)  -0.4654
C (1.15, 2.86, -2.13)  -0.7903
H (-1.11, 0.54, 4.75)  0.3848
H (-2.40, -0.40, 5.09)  0.3693
H (-0.69, -1.08, 5.29)  0.2925
H (-1.83, -2.03, 3.17)  0.2892
H (-2.49, -0.44, 2.76)  0.2472
H (0.07, 0.34, 2.55)  0.2704
H (0.47, -1.36, 2.34)  0.1779
H (1.20, -2.35, 0.04)  0.5888
H (2.05, -1.29, 1.09)  0.4534
H (2.40, -1.13, -1.95)  0.2497
H (3.14, -0.01, -0.79)  0.1717
H (4.91, -2.09, -1.26)  0.4302
H (4.51, -1.79, 0.31)  0.2760
H (-0.64, -2.15, -1.47)  0.2530
H (-1.19, -1.53, -3.15)  0.3438
H (-3.23, -1.95, -1.62)  0.4367
H (-2.49, -1.09, -0.34)  -0.0144
H (-3.14, 0.97, -1.35)  0.2580
H (-2.73, 0.48, -2.99)  0.2262
H (-4.22, 0.08, -2.41)  0.3798
H (-0.72, 2.44, 0.55)  0.3249
H (0.77, 3.18, 0.85)  0.4071
H (-0.85, 3.45, -1.56)  0.2669
H (0.44, 4.46, -1.05)  0.3163
H (1.33, 3.38, -3.07)  0.4576
H (2.18, 2.83, -1.68)  0.1836
H (0.76, 1.81, -2.38)  0.0407

The net charge is 0. The structure (SMILES) is CCCO[Si](CCCCl)(OCCC)OCCC. As for the spin multiplicity: 1.

---

Here is how they stack up, most stable first: 1, 2.

---

1:
Molecular formula: C5H4N2O2
Method: DFT, the ωB97M-V functional and the def2-TZVPD basis

Each line ends with the Mulliken charge.
Atoms and positions in Å:
O (-0.30, 3.74, 1.15)  -0.3529
C (-0.34, 2.66, 0.75)  0.6753
C (-0.48, 1.49, 0.22)  -0.5969
C (-0.81, 0.31, 1.08)  -0.0316
C (-0.68, -0.92, 0.72)  -0.2840
N (-0.20, -1.50, -0.48)  -0.1626
C (0.84, -0.99, -1.18)  -0.0624
N (1.80, -1.24, -1.84)  0.5314
O (2.84, -1.19, -2.44)  -0.6366
H (-0.07, 1.41, -0.86)  0.2488
H (-1.34, 0.47, 2.07)  0.2786
H (-0.73, -1.87, 1.43)  0.1995
H (-0.53, -2.37, -0.62)  0.1935

The net charge is 0. The structure (SMILES) is O=C=C/C=C\NC#[N+][O-]. As for the spin multiplicity: 1.

---

2:
Molecular formula: C5H4N2O2
Method: DFT, the ωB97M-V functional and the def2-TZVPD basis

Each line ends with the Mulliken charge.
Atoms and positions in Å:
C (-1.01, -1.31, -0.37)  -0.0339
C (0.17, -1.31, -0.07)  0.2710
C (1.52, -1.01, 0.37)  -0.4670
O (2.05, 0.17, -0.28)  -0.2042
N (1.33, 1.33, -0.53)  -0.2591
C (0.17, 1.63, -0.08)  0.0768
O (-0.60, 0.88, 0.72)  -0.1828
N (-1.96, 0.77, 0.13)  -0.4775
C (-2.10, -0.40, -0.35)  -0.1291
H (2.23, -1.77, 0.06)  0.3361
H (1.53, -0.99, 1.49)  0.2310
H (-0.28, 2.62, -0.30)  0.4034
H (-3.05, -0.59, -0.80)  0.4353

The net charge is 0. The structure (SMILES) is C1#CCO/N=C\O/N=C\1. As for the spin multiplicity: 1.

---

Here is how they stack up, most stable first: 1, 2.

---

1:
Molecular formula: C7H14O2
Method: DFT, the ωB97M-V functional and the def2-TZVPD basis

Each line ends with the Mulliken charge.
Atoms and positions in Å:
C (1.22, 1.48, -0.26)  -0.6518
C (0.23, 0.34, -1.02)  0.0787
C (0.86, -1.00, -0.94)  -0.4632
C (1.64, -0.89, 0.31)  -0.6565
C (2.24, 0.53, 0.35)  -0.4662
H (1.73, 2.11, -1.04)  0.3299
H (0.85, 1.90, 0.71)  0.2517
H (0.11, 0.52, -2.07)  0.5398
H (-0.87, 0.50, -0.60)  -0.5495
H (1.71, -1.16, -1.67)  0.3354
H (0.04, -1.80, -0.87)  0.2111
H (2.49, -1.67, 0.46)  0.3294
H (1.13, -0.96, 1.33)  0.2515
H (3.21, 0.69, -0.17)  0.2885
H (2.50, 0.49, 1.55)  0.2729
C (-2.00, -0.42, 1.43)  -0.5966
C (-2.53, 0.18, 0.04)  0.6059
O (-2.82, 1.35, -0.12)  -0.5735
O (-2.90, -0.74, -0.91)  -0.4556
H (-2.22, 0.55, 2.01)  0.3022
H (-2.59, -1.38, 1.78)  0.3027
H (-0.74, -0.44, 1.35)  -0.0376
H (-3.30, -0.18, -1.64)  0.3504

The net charge is 0. The structure (SMILES) is C1CCCC1.CC(=O)O. As for the spin multiplicity: 1.

---

2:
Molecular formula: C7H14O2
Method: DFT, the ωB97M-V functional and the def2-TZVPD basis

Each line ends with the Mulliken charge.
Atoms and positions in Å:
C (0.24, -0.51, -0.17)  1.7191
C (0.08, 0.80, 0.39)  -0.4771
C (2.10, -0.21, -0.62)  -0.6246
C (-0.42, -0.76, -1.52)  -1.9111
C (0.18, -1.71, 0.76)  -1.7919
C (-1.77, 0.71, 0.81)  -0.4109
C (-2.68, 1.38, 0.10)  -0.6589
O (0.71, 1.05, 1.60)  -0.5451
O (2.78, 1.00, -0.40)  -0.5268
H (0.47, 1.94, 1.88)  0.3629
H (2.88, 1.10, 0.56)  0.3569
H (0.11, 1.63, -0.31)  0.5489
H (2.60, -1.03, -0.10)  0.3091
H (2.19, -0.41, -1.69)  0.3253
H (-2.05, 0.23, 1.75)  0.3167
H (-1.45, -1.12, -1.38)  0.4002
H (0.12, -1.54, -2.06)  0.4831
H (-0.44, 0.14, -2.13)  0.3965
H (-0.85, -2.03, 0.91)  0.4026
H (0.63, -1.49, 1.73)  0.3778
H (0.73, -2.55, 0.32)  0.4383
H (-3.71, 1.53, 0.45)  0.2852
H (-2.44, 1.83, -0.86)  0.2240

The net charge is 0. As for the spin multiplicity: 1.

---

Here is how they stack up, most stable first: 1, 2.